# 1
{"formula": "C6H12N2O", "method": "ωB97M-V/def2-TZVPD", "elements": ["C", "C", "C", "N", "C", "C", "N", "C", "O", "H", "H", "H", "H", "H", "H", "H", "H", "H", "H", "H", "H"], "xyz": [[-0.325, 0.659, -0.344], [2.069, -0.002, 1.497], [0.250, 1.195, -1.652], [-1.843, 0.821, -0.405], [1.589, -0.946, 0.419], [0.118, -0.750, -0.108], [-2.585, 0.444, 0.731], [-0.572, -1.848, -0.392], [2.275, -1.858, 0.024], [-2.208, 0.302, -1.199], [-0.009, 1.297, 0.489], [-2.451, 1.146, 1.454], [-2.310, -0.469, 1.105], [1.339, 0.044, 2.304], [3.021, -0.357, 1.889], [2.199, 1.000, 1.090], [1.337, 1.213, -1.612], [-0.052, 0.558, -2.481], [-0.120, 2.201, -1.829], [-1.577, -1.830, -0.784], [-0.145, -2.819, -0.197]], "nbo_charge": [-0.111, -0.725, -0.606, -0.459, 0.574, -0.115, -0.660, -0.358, -0.528, 0.342, 0.198, 0.346, 0.328, 0.230, 0.242, 0.232, 0.213, 0.212, 0.227, 0.196, 0.221], "charge": 0, "e_lumo_ev": 0.7083, "smiles": "C=C(C(C)=O)[C@@H](C)NN"}

=====

# 2
{"formula": "C6H12N2O", "method": "ωB97M-V/def2-TZVPD", "elements": ["C", "C", "C", "C", "C", "N", "C", "O", "N", "H", "H", "H", "H", "H", "H", "H", "H", "H", "H", "H", "H"], "xyz": [[0.578, 0.652, 1.020], [-0.933, 1.942, -1.323], [1.305, -0.934, -1.576], [-0.898, 0.697, 0.912], [0.520, -0.857, 0.861], [0.364, -1.596, 2.044], [0.452, -1.364, -0.417], [-1.321, 0.825, -0.547], [-1.778, 0.449, 1.775], [-0.556, -1.479, 2.451], [0.628, -2.568, 1.968], [-2.730, 0.400, 1.426], [1.126, 1.106, 0.197], [0.934, 0.985, 1.993], [0.236, -2.428, -0.444], [-0.699, 1.606, -2.337], [-1.774, 2.636, -1.344], [-0.071, 2.517, -0.972], [0.689, -0.624, -2.421], [1.879, -1.795, -1.920], [2.049, -0.171, -1.345]], "nbo_charge": [-0.544, -0.250, -0.640, 0.612, 0.194, -0.839, -0.223, -0.589, -0.705, 0.392, 0.378, 0.374, 0.241, 0.248, 0.187, 0.185, 0.177, 0.168, 0.211, 0.218, 0.205], "charge": 0, "e_lumo_ev": 0.9476, "smiles": "[H]/N=C(/C/C(N)=C\\C)OC"}

=====

# 3
{"formula": "C6H12N2O", "method": "ωB97M-V/def2-TZVPD", "elements": ["C", "C", "C", "C", "C", "C", "H", "H", "H", "H", "H", "H", "H", "H", "H", "H", "H", "H", "N", "N", "O"], "xyz": [[-0.320, -0.415, 1.020], [-1.450, 0.608, 0.525], [-1.190, 1.282, -0.840], [0.490, 0.125, -1.755], [0.662, -0.403, -0.234], [0.022, -1.737, 0.498], [1.063, -0.557, 2.337], [-0.087, 0.685, 2.467], [-2.212, -0.131, 0.250], [-1.770, 1.461, 1.307], [-0.594, 2.298, -0.529], [-2.064, 1.774, -1.155], [0.930, -0.666, -2.326], [1.582, 0.848, -1.952], [2.872, -0.415, -0.376], [2.138, 0.962, 0.957], [-0.538, -2.213, -0.305], [0.813, -2.396, 1.263], [0.125, -0.247, 2.276], [1.954, -0.165, 0.407], [-0.745, 0.560, -2.000]], "nbo_charge": [0.116, -0.436, -0.077, -0.048, 0.008, -0.426, 0.398, 0.360, 0.219, 0.230, 0.153, 0.200, 0.196, 0.134, 0.368, 0.350, 0.227, 0.239, -0.811, -0.902, -0.500], "charge": 0, "e_lumo_ev": 0.8125, "smiles": "N[C@@]12CCOC[C@]1(N)C2"}

=====

# 4
{"formula": "C6H12N2O", "method": "ωB97M-V/def2-TZVPD", "elements": ["C", "C", "C", "C", "C", "C", "N", "N", "O", "H", "H", "H", "H", "H", "H", "H", "H", "H", "H", "H", "H"], "xyz": [[0.963, -0.846, 0.353], [1.695, 1.368, 1.136], [-0.213, -1.055, -0.606], [-1.387, 0.663, 0.574], [0.242, -1.352, -2.051], [-1.985, 2.018, 0.681], [0.991, 0.356, 0.890], [1.688, -1.907, 0.566], [-1.027, 0.171, -0.522], [1.279, 1.947, 1.838], [2.648, 1.464, 0.466], [-0.953, -1.799, -0.453], [-1.367, -0.027, 1.574], [-0.538, -1.957, -2.687], [1.077, -2.012, -1.986], [0.387, -0.398, -2.469], [-1.043, 2.730, 0.912], [-2.733, 2.025, 1.433], [-2.257, 2.382, -0.354], [1.360, -2.833, 0.217], [2.647, -1.762, 0.856]], "nbo_charge": [0.528, 0.167, 0.015, 0.543, -0.623, -0.728, -0.442, -0.657, -0.387, 0.223, 0.252, 0.272, 0.234, 0.287, 0.243, 0.251, 0.303, 0.297, 0.302, 0.464, 0.454], "charge": 2, "e_lumo_ev": -9.4324}

=====

# 5
{"formula": "C6H12N2O2", "method": "ωB97M-V/def2-TZVPD", "elements": ["C", "N", "C", "C", "C", "C", "N", "C", "O", "H", "H", "H", "H", "H", "H", "H", "H", "H", "H", "H", "O", "H"], "xyz": [[-0.697, -1.305, 1.102], [-1.033, -0.723, -0.187], [-2.278, -1.219, -0.739], [-0.826, 0.685, -0.267], [0.533, 1.225, -0.491], [1.451, 0.474, -1.213], [2.791, 0.556, -1.006], [-1.858, 1.494, -0.033], [-2.813, 2.158, 0.088], [-0.645, -2.399, 1.008], [-1.443, -1.054, 1.882], [0.283, -0.941, 1.436], [-2.235, -2.315, -0.805], [-2.421, -0.815, -1.750], [-3.162, -0.958, -0.122], [1.459, 1.143, 1.035], [0.594, 2.313, -0.607], [1.107, -0.427, -1.731], [3.351, -0.051, -1.592], [3.049, 0.773, 0.089], [2.319, 1.137, 1.787], [2.473, 0.247, 2.116]], "nbo_charge": [-0.403, -0.428, -0.409, -0.170, -0.496, 0.129, -0.827, 0.679, -0.456, 0.198, 0.173, 0.201, 0.202, 0.212, 0.167, 0.481, 0.255, 0.183, 0.389, 0.456, -1.002, 0.466], "charge": 0, "e_lumo_ev": 0.5802, "smiles": "CN(C)C(=C=O)/C=C/N.O"}

=====

# 6
{"formula": "C6H12N2O2", "method": "ωB97M-V/def2-TZVPD", "elements": ["C", "C", "C", "C", "C", "C", "N", "N", "O", "O", "H", "H", "H", "H", "H", "H", "H", "H", "H", "H", "H", "H"], "xyz": [[1.701, -0.333, 0.338], [2.791, 1.836, 0.601], [2.023, 0.876, 1.115], [-1.108, 0.944, 0.653], [-1.109, 0.328, -0.511], [-1.590, -1.500, -2.324], [-1.106, 0.352, 2.004], [-1.334, -1.050, -0.892], [0.981, -1.210, 1.164], [2.015, -0.668, -0.797], [2.870, 2.798, 1.131], [3.435, 1.621, -0.169], [1.486, 0.908, 1.971], [-0.933, 1.978, 0.639], [-0.803, 0.922, -1.338], [-2.634, -1.769, -2.467], [-1.179, -0.802, -3.115], [-1.053, -2.494, -2.683], [-1.529, 1.120, 2.547], [-1.531, -0.567, 1.856], [-1.927, -1.540, -0.221], [0.532, -1.750, 0.500]], "nbo_charge": [0.759, -0.288, -0.312, -0.105, -0.083, -0.413, -0.834, -0.666, -0.705, -0.597, 0.197, 0.205, 0.225, 0.195, 0.200, 0.191, 0.218, 0.199, 0.381, 0.372, 0.366, 0.494], "charge": 0, "e_lumo_ev": 0.6766, "smiles": "C=CC(=O)O.CN/C=C\\N"}

=====

# 7
{"formula": "C6H12N2O2", "method": "ωB97M-V/def2-TZVPD", "elements": ["C", "C", "C", "C", "C", "C", "H", "H", "H", "H", "H", "H", "H", "H", "H", "H", "H", "H", "N", "N", "O", "O"], "xyz": [[2.220, -0.444, 1.097], [0.820, 0.046, 1.353], [-0.385, -0.836, 1.077], [-1.651, -0.169, 0.277], [-1.805, -0.105, -1.117], [-0.521, 0.442, -1.451], [2.953, -1.273, -1.109], [1.286, -0.504, -0.886], [0.671, 0.412, 2.398], [0.729, 1.117, 1.061], [-0.502, -1.119, 2.150], [-0.123, -1.866, 0.500], [-2.364, -0.810, 0.776], [-1.943, 0.693, 0.952], [-2.708, 0.474, -1.488], [-1.507, -1.125, -1.856], [0.548, 2.715, -1.209], [-1.326, 2.195, -0.961], [2.442, -0.456, -0.341], [-0.349, 1.862, -1.489], [2.936, -1.107, 1.870], [0.579, -0.142, -1.603]], "nbo_charge": [0.657, -0.546, -0.399, -0.471, -0.523, 0.742, 0.373, 0.440, 0.220, 0.222, 0.248, 0.226, 0.249, 0.234, 0.267, 0.268, 0.477, 0.366, -0.954, -0.848, -0.612, -0.639], "charge": 0, "e_lumo_ev": 0.0020}

=====

# 8
{"formula": "C6H12N2O3", "method": "ωB97M-V/def2-TZVPD", "elements": ["C", "C", "N", "C", "O", "O", "N", "C", "C", "C", "H", "H", "H", "H", "H", "H", "H", "H", "H", "H", "O", "H", "H"], "xyz": [[-0.066, 2.756, 1.549], [-1.074, 2.399, 0.756], [-1.936, 1.327, 1.052], [-2.103, 0.261, 0.146], [-2.742, -0.703, 0.450], [-1.537, 0.411, -1.089], [-0.562, -0.678, -1.259], [0.609, -0.359, -0.829], [1.301, 0.935, -1.156], [1.314, -1.387, 0.013], [0.255, 3.788, 1.604], [0.472, 2.039, 2.162], [-1.268, 2.972, -0.143], [-1.705, 0.929, 1.955], [2.366, 0.742, -1.285], [1.141, 1.717, -0.415], [0.920, 1.312, -2.104], [1.913, -0.887, 0.773], [1.961, -1.979, -0.643], [0.580, -2.042, 0.467], [0.439, -4.601, -0.693], [-0.180, -4.873, -0.009], [-0.097, -4.079, -1.301]], "nbo_charge": [-0.497, 0.014, -0.642, 0.890, -0.551, -0.452, -0.178, 0.329, -0.711, -0.670, 0.215, 0.195, 0.205, 0.404, 0.230, 0.256, 0.238, 0.231, 0.247, 0.247, -0.944, 0.470, 0.475], "charge": 0, "e_lumo_ev": 0.1385, "smiles": "C=CNC(=O)ON=C(C)C.O"}

=====

Number 1: orbital gap 9.74 eV, E_HOMO -9.035 eV, calculated total energy -11442.6631 eV. Number 2: orbital gap 9.21 eV, E_HOMO -8.257 eV, calculated total energy -11441.9517 eV. Number 3: orbital gap 8.66 eV, E_HOMO -7.845 eV, calculated total energy -11437.1514 eV. Number 4: orbital gap 10.32 eV, E_HOMO -19.756 eV, calculated total energy -11423.4398 eV. Number 5: orbital gap 7.75 eV, E_HOMO -7.165 eV, calculated total energy -13488.3600 eV. Number 6: orbital gap 8.31 eV, E_HOMO -7.631 eV, calculated total energy -13489.2382 eV. Number 7: orbital gap 8.01 eV, E_HOMO -8.009 eV, calculated total energy -13484.3407 eV. Number 8: orbital gap 9.44 eV, E_HOMO -9.305 eV, calculated total energy -15535.5628 eV.